Record 1
# C16H10ClF5OSr

A molecular structure, C16H10ClF5OSr at a distorted geometry (ωB97M-V/def2-TZVPD, the OMol25 dataset).

ORCA input file:
```
! RIJCOSX wB97M-V def2-TZVPD def2/J DEFGRID3
* xyz -2 1
C -2.6912 -1.3835 -1.6199
C -1.9509 -1.5588 -2.8302
C -1.6882 -0.2707 -3.3719
H -1.6900 -2.5132 -3.2872
C -2.2261 0.7035 -2.4891
C -2.8503 0.0222 -1.4051
H -3.4050 0.4885 -0.5903
H -3.0906 -2.1831 -0.9927
H -1.1967 -0.0664 -4.3216
H -2.2064 1.7819 -2.6437
Sr -0.2351 -1.2556 -0.1236
Cl 0.2005 -3.8430 -0.0976
C 2.7811 -0.2590 -1.2707
C 2.3318 0.9682 -1.8419
C 1.7311 0.6750 -3.1019
H 2.4388 1.9571 -1.4007
C 1.7964 -0.7338 -3.3047
C 2.4345 -1.3162 -2.1681
H 2.6265 -2.3785 -2.0163
H 3.3216 -0.3692 -0.3332
H 1.3044 1.3992 -3.7958
H 1.4437 -1.2689 -4.1869
F 0.0879 1.1982 6.6617
C 0.0710 1.0725 5.3203
C -0.0200 2.2131 4.5125
F -0.0940 3.4306 5.0941
C -0.0264 2.0992 3.1345
F -0.1273 3.1959 2.3571
C 0.0773 0.8266 2.4989
O 0.1200 0.7256 1.2165
C 0.1404 -0.3109 3.3606
F 0.2097 -1.5549 2.7767
C 0.1481 -0.1984 4.7355
F 0.2335 -1.2929 5.5246
*
```

## Properties
LUMO level (eV): 4.5
Maximum force (Eh/bohr): 0.0416
E_HOMO (eV): -0.7
ΔE to the lowest compared entry with this formula, charge and spin (kJ/mol): 0.0
Frontier orbital gap (eV): 5.239



Record 2
# C16H10ClF5OTi

A molecular structure, C16H10ClF5OTi at a distorted geometry (ωB97M-V/def2-TZVPD, the OMol25 dataset).

ORCA input file:
```
! RIJCOSX wB97M-V def2-TZVPD def2/J DEFGRID3
* xyz 0 1
C 1.7705 -1.6753 0.4083
C 1.8716 -1.5436 -1.0194
C 0.5541 -1.9000 -1.5916
H 2.7999 -1.4152 -1.5958
C -0.3099 -2.2050 -0.5037
C 0.4086 -2.0032 0.7088
H -0.0234 -2.1611 1.6908
H 2.6387 -1.7169 1.0817
H 0.3267 -2.2416 -2.6253
H -1.3489 -2.5353 -0.6569
Ti 0.8569 0.3740 -0.9875
Cl 2.6684 1.3584 -0.0152
C 0.9558 1.8570 -2.4766
C -0.2856 1.1460 -2.7329
C 0.0473 -0.0238 -3.4753
H -1.2769 1.5546 -2.5625
C 1.4485 -0.1096 -3.5982
C 2.0313 0.9916 -2.9489
H 3.0745 1.2736 -2.9679
H 1.0355 2.8728 -2.0928
H -0.6860 -0.6933 -3.9099
H 2.0015 -0.8847 -4.1068
F -3.1220 1.1228 5.3761
C -2.4240 1.0061 4.2266
C -2.9779 1.3043 2.9848
F -4.2618 1.6794 2.9904
C -2.2740 1.1729 1.8017
F -2.8958 1.3939 0.6312
C -0.9367 0.7588 1.7461
O -0.2758 0.6888 0.6117
C -0.4232 0.3647 3.0060
F 0.8393 -0.1833 3.0675
C -1.1419 0.4543 4.2005
F -0.6648 -0.0820 5.3350
*
```

## Properties
LUMO level (eV): -1.2
Maximum force (Eh/bohr): 0.0713
E_HOMO (eV): -8.4
Frontier orbital gap (eV): 7.263



Record 3
# C16H10ClN4O4Zn

A molecular structure, C16H10ClN4O4Zn at a distorted geometry (ωB97M-V/def2-TZVPD, the OMol25 dataset).

ORCA input file:
```
! RIJCOSX wB97M-V def2-TZVPD def2/J DEFGRID3
* xyz 1 1
Zn -0.0965 1.4784 -0.4284
Cl 6.1547 -0.9184 1.2410
C 4.7137 -0.0543 0.9415
C 4.7726 1.3290 0.6850
C 3.6186 2.0338 0.4902
C 2.3316 1.4257 0.5530
O 1.2914 2.1897 0.5491
C 2.2914 -0.0078 0.7568
C 1.0831 -0.7656 0.7872
N -0.0523 -0.2597 0.4254
C -1.2845 -0.8815 0.4274
C -1.5518 -2.1806 0.8161
C -2.8663 -2.6559 0.8770
C -3.9229 -1.8548 0.5299
C -3.6965 -0.5427 0.0612
C -4.7370 0.3170 -0.3480
C -4.4390 1.5895 -0.7650
C -3.1017 1.9939 -0.8051
N -2.1095 1.2074 -0.4371
C -2.3664 -0.0483 0.0035
C 3.4928 -0.6993 0.9697
H 5.7312 1.8249 0.6690
H 3.6393 3.0992 0.3196
H 1.1563 -1.7975 1.1366
H -0.7487 -2.8421 1.0957
H -3.0384 -3.6658 1.2169
H -4.9369 -2.2091 0.6301
H -5.7559 -0.0410 -0.3352
H -5.2116 2.2788 -1.0664
H -2.8378 2.9854 -1.1460
H 3.4536 -1.7618 1.1503
O 2.0669 1.6670 -2.7225
N 1.4668 1.1553 -1.8698
O 2.8067 -1.4590 -1.7984
N 1.7069 -1.4683 -2.2589
O 0.9764 -0.4615 -2.3514
*
```

## Properties
LUMO level (eV): -5.6
Maximum force (Eh/bohr): 0.0845
E_HOMO (eV): -11.2
ΔE to the lowest compared entry with this formula, charge and spin (kJ/mol): 227.1
Frontier orbital gap (eV): 5.580



Record 4
# C16H11CdNO4S

A molecular structure, C16H11CdNO4S at a distorted geometry (ωB97M-V/def2-TZVPD, the OMol25 dataset).

ORCA input file:
```
! RIJCOSX wB97M-V def2-TZVPD def2/J DEFGRID3
* xyz 2 1
O 0.0236 -3.5697 -0.3305
C 0.0129 -2.4417 -0.4887
Cd 0.2595 -0.0015 -0.0917
O -3.3872 -0.0414 -2.0050
C -2.3593 -0.0346 -1.5203
C 2.1347 0.0471 -1.3136
O 3.1569 0.0474 -1.8505
C -0.0237 2.3067 -0.1112
O -0.0674 3.4333 0.0748
N -0.2250 -0.5438 1.9679
S 0.6265 -0.1579 3.2791
C -0.3291 1.1161 4.0929
C 0.3010 2.3566 4.2794
C -0.4034 3.4016 4.8680
C -1.7432 3.2158 5.2453
C -2.3718 1.9861 5.0239
C -1.6664 0.9291 4.4354
C 0.3988 -1.5988 4.3101
C 0.2110 -1.4702 5.6907
C 0.0490 -2.6143 6.4760
C 0.0981 -3.8834 5.8803
C 0.3173 -4.0080 4.5005
C 0.4780 -2.8624 3.7158
H -1.1210 -0.9812 2.2214
H 1.3380 2.4726 3.9641
H 0.0876 4.3594 5.0474
H -2.2964 4.0211 5.7267
H -3.4136 1.8253 5.3152
H -2.1310 -0.0339 4.2458
H 0.1775 -0.4731 6.1220
H -0.1094 -2.5014 7.5507
H -0.0264 -4.7741 6.4973
H 0.3720 -4.9974 4.0354
H 0.6408 -2.9343 2.6425
*
```

## Properties
LUMO level (eV): -7.9
Maximum force (Eh/bohr): 0.1185
E_HOMO (eV): -15.0
ΔE to the lowest compared entry with this formula, charge and spin (kJ/mol): 0.0
Frontier orbital gap (eV): 7.096



Record 5
# C16H11ClN2O2PbS4

A molecular structure, C16H11ClN2O2PbS4 at a distorted geometry (ωB97M-V/def2-TZVPD, the OMol25 dataset).

ORCA input file:
```
! RIJCOSX wB97M-V def2-TZVPD def2/J DEFGRID3
* xyz -2 1
Pb 1.6225 2.9561 -0.7969
O 1.5605 1.1128 3.2062
S 0.8944 0.0252 2.5885
O 0.9341 -1.1665 3.4010
N 1.2487 -0.1961 1.1073
C 0.6323 -1.2196 0.3913
C -0.1106 -2.3058 0.9250
C -0.5521 -3.3570 0.1706
C -0.3563 -3.4328 -1.1691
C 0.4012 -2.4083 -1.7949
C 0.8090 -2.5259 -3.1664
C 1.5053 -1.5108 -3.7430
C 1.7407 -0.2778 -2.9274
N 1.5045 -0.2396 -1.6828
C 0.8755 -1.2794 -1.0869
C -0.8182 0.5891 2.5263
C -1.1106 1.9168 2.2461
C -2.4606 2.2843 2.3867
C -3.4612 1.4300 2.8901
C -3.0964 0.1571 3.2737
C -1.8237 -0.2439 3.0380
H -0.3748 -2.2363 1.9423
H -1.0672 -4.0850 0.7688
H -0.7829 -4.2091 -1.8185
H 0.6074 -3.4618 -3.6723
H 1.7893 -1.4147 -4.8080
H 2.2003 0.5680 -3.3860
H -0.4125 2.6597 1.9248
H -2.7313 3.3302 2.0315
H -4.5893 1.7308 2.8762
H -3.7772 -0.5427 3.6614
H -1.4677 -1.2061 3.2521
S 3.0351 3.3102 -5.2553
C 2.5224 3.3414 -3.7224
S 0.8000 3.2816 -3.3088
S 3.6139 3.3559 -2.4257
Cl 0.6955 5.2703 0.1567
*
```

## Properties
LUMO level (eV): 4.7
Maximum force (Eh/bohr): 0.0703
E_HOMO (eV): -2.3
ΔE to the lowest compared entry with this formula, charge and spin (kJ/mol): 0.0
Frontier orbital gap (eV): 6.946



Record 6
# C16H11FN8O2S

C16H11FN8O2S in the gas phase at a distorted geometry (ωB97M-V/def2-TZVPD, the OMol25 dataset).

ORCA input file:
```
! RIJCOSX wB97M-V def2-TZVPD def2/J DEFGRID3
* xyz 0 1
N -4.8710 -0.5159 1.4169
C -4.2824 -0.9002 0.2801
N -4.6723 -1.8617 -0.5223
O -3.7554 -1.9367 -1.5186
N -2.7847 -1.0342 -1.3704
C -3.0534 -0.3689 -0.2834
N -2.3373 0.6851 0.2334
N -2.8200 1.3354 1.3092
N -2.0627 2.3147 1.5806
C -1.0365 2.3533 0.7056
C -0.0275 3.4379 0.7494
O -0.3336 4.6087 0.7598
N 1.3018 3.0901 0.7090
N 1.9392 1.9045 0.6426
C 1.4735 0.8421 1.1690
C 2.1437 -0.4235 0.9504
C 3.3925 -0.5094 0.3313
C 3.9855 -1.7348 0.1063
C 3.3447 -2.9052 0.4871
C 2.1009 -2.8511 1.0927
C 1.5214 -1.6185 1.3151
F 0.2926 -1.5741 1.8780
C -1.1914 1.2967 -0.1958
C -0.3479 0.8618 -1.2705
C 0.0242 -0.4129 -1.6038
C 0.9555 -0.4483 -2.6567
C 1.2749 0.7894 -3.1181
S 0.4570 2.0338 -2.2712
H -5.7766 -0.8848 1.6413
H -4.5175 0.3204 1.8594
H 1.9217 3.8746 0.5308
H 0.5611 0.8102 1.7652
H 3.8740 0.4096 0.0395
H 4.9529 -1.7837 -0.3695
H 3.8098 -3.8624 0.3096
H 1.5768 -3.7460 1.3894
H -0.3445 -1.2889 -1.1052
H 1.3679 -1.3583 -3.0524
H 1.9430 1.0514 -3.9140
*
```

## Properties
LUMO level (eV): -0.4
Maximum force (Eh/bohr): 0.0398
E_HOMO (eV): -8.8
ΔE to the lowest compared entry with this formula, charge and spin (kJ/mol): 0.0
Frontier orbital gap (eV): 8.398
SMILES: Nc1nonc1-n1nnc(C(=O)N/N=C/c2ccccc2F)c1-c1cccs1



Question: What is the LUMO level in the second record?
Answer: -1.2 eV



Repeat the fourth record exactly.
# C16H11CdNO4S

A molecular structure, C16H11CdNO4S at a distorted geometry (ωB97M-V/def2-TZVPD, the OMol25 dataset).

ORCA input file:
```
! RIJCOSX wB97M-V def2-TZVPD def2/J DEFGRID3
* xyz 2 1
O 0.0236 -3.5697 -0.3305
C 0.0129 -2.4417 -0.4887
Cd 0.2595 -0.0015 -0.0917
O -3.3872 -0.0414 -2.0050
C -2.3593 -0.0346 -1.5203
C 2.1347 0.0471 -1.3136
O 3.1569 0.0474 -1.8505
C -0.0237 2.3067 -0.1112
O -0.0674 3.4333 0.0748
N -0.2250 -0.5438 1.9679
S 0.6265 -0.1579 3.2791
C -0.3291 1.1161 4.0929
C 0.3010 2.3566 4.2794
C -0.4034 3.4016 4.8680
C -1.7432 3.2158 5.2453
C -2.3718 1.9861 5.0239
C -1.6664 0.9291 4.4354
C 0.3988 -1.5988 4.3101
C 0.2110 -1.4702 5.6907
C 0.0490 -2.6143 6.4760
C 0.0981 -3.8834 5.8803
C 0.3173 -4.0080 4.5005
C 0.4780 -2.8624 3.7158
H -1.1210 -0.9812 2.2214
H 1.3380 2.4726 3.9641
H 0.0876 4.3594 5.0474
H -2.2964 4.0211 5.7267
H -3.4136 1.8253 5.3152
H -2.1310 -0.0339 4.2458
H 0.1775 -0.4731 6.1220
H -0.1094 -2.5014 7.5507
H -0.0264 -4.7741 6.4973
H 0.3720 -4.9974 4.0354
H 0.6408 -2.9343 2.6425
*
```

## Properties
LUMO level (eV): -7.9
Maximum force (Eh/bohr): 0.1185
E_HOMO (eV): -15.0
ΔE to the lowest compared entry with this formula, charge and spin (kJ/mol): 0.0
Frontier orbital gap (eV): 7.096



Question: Number 3 is which compound?
Answer: C16H10ClN4O4Zn